Record 1
Entry from the OMol25 dataset: a structure of composition C25H39AsCl2NO4PS5W (ωB97M-V with the def2-TZVPD basis set).

Computed properties:
- E_HOMO (Eh) = -0.047
- F_max (eV/A) = 0.6
- ΔE to the lowest compared entry with this formula, charge and spin (kcal/mol) = 0.0
- gap between HOMO and LUMO (eV) = 5.4
- charge = -2

Atoms and positions in Å:
W1 -0.4188 1.5975 3.0750
S1 -2.3714 2.7019 2.3329
As1 -3.7197 1.3365 3.7212
S2 -0.2089 2.6188 4.9451
S3 -2.0632 -0.2197 3.3071
S4 -5.4305 0.8557 2.5666
O1 -0.0446 0.0187 1.0199
P1 -0.0886 -0.6939 -0.2844
C1 1.0148 0.2903 -1.3987
C2 1.6113 -0.3160 -2.6731
C3 0.7843 -0.0488 -3.9236
C4 0.5737 1.4531 -4.1103
C5 -0.1018 2.0815 -2.8925
C6 0.6238 1.7656 -1.5877
C7 -1.8446 -1.1099 -0.6610
C8 -2.8428 -0.1209 -0.0372
C9 -3.2333 1.0191 -0.9574
C10 -3.8194 0.4723 -2.2559
C11 -2.8349 -0.4585 -2.9610
C12 -2.3009 -1.5715 -2.0560
C13 0.8565 -2.2752 -0.1408
C14 0.8931 -2.7497 1.3245
C15 -0.2970 -3.6125 1.7224
C16 -0.4444 -4.8030 0.7792
C17 -0.6057 -4.3391 -0.6666
C18 0.5500 -3.4360 -1.1053
H1 1.8226 0.3074 -0.6536
H2 1.7950 -1.3853 -2.5497
H3 2.5957 0.1473 -2.8185
H4 -0.1807 -0.5562 -3.8432
H5 1.2873 -0.4721 -4.7986
H6 -0.0160 1.6474 -5.0115
H7 1.5523 1.9246 -4.2651
H8 -1.1347 1.7396 -2.8396
H9 -0.1515 3.1674 -3.0094
H10 0.0375 2.0971 -0.7273
H11 1.5504 2.3517 -1.5624
H12 -1.8880 -1.9832 -0.0022
H13 -2.4592 0.2511 0.9088
H14 -3.7464 -0.6861 0.2200
H15 -2.3621 1.6524 -1.1597
H16 -3.9552 1.6533 -0.4404
H17 -4.1087 1.2821 -2.9337
H18 -4.7343 -0.0823 -2.0156
H19 -2.0060 0.1365 -3.3417
H20 -3.3052 -0.9163 -3.8382
H21 -1.5122 -2.1215 -2.5783
H22 -3.1146 -2.2893 -1.8986
H23 1.8721 -1.9267 -0.3629
H24 0.9787 -1.8877 1.9833
H25 1.8111 -3.3335 1.4615
H26 -1.2127 -3.0131 1.7376
H27 -0.1558 -3.9501 2.7511
H28 -1.2941 -5.4281 1.0680
H29 0.4536 -5.4302 0.8557
H30 -1.5570 -3.8128 -0.7639
H31 -0.6616 -5.1981 -1.3436
H32 0.3743 -3.0767 -2.1235
H33 1.4539 -4.0564 -1.1561
Cl1 3.4344 1.0521 1.8768
C19 3.0399 2.5973 1.1825
C20 4.0157 3.2805 0.4842
C21 3.7172 4.4803 -0.1477
C22 2.4185 4.9689 -0.0722
C23 1.4507 4.2829 0.6330
Cl2 -0.1726 4.8934 0.6523
C24 1.7104 3.0693 1.3189
N1 0.7725 2.3875 1.9665
H34 5.0091 2.8539 0.4306
H35 4.4786 5.0201 -0.6951
H36 2.1411 5.8904 -0.5677
C25 2.5613 0.3009 5.5164
S5 1.3916 -0.8024 4.7687
O2 2.1485 -1.9239 4.2510
O3 0.4022 -1.1025 5.7681
O4 0.8726 0.0135 3.6177
H37 2.9980 -0.2205 6.3665
H38 2.0252 1.1918 5.8376
H39 3.3197 0.5580 4.7808



Record 2
Entry from the OMol25 dataset: a structure of composition C25H39AsN2O3P2S3ScSe2 (ωB97M-V with the def2-TZVPD basis set).

Computed properties:
- E_HOMO (Eh) = -0.384
- F_max (eV/A) = 0.1
- ΔE to the lowest compared entry with this formula, charge and spin (kcal/mol) = 0.1
- gap between HOMO and LUMO (eV) = 8.5
- charge = +1

Atoms and positions in Å:
Sc1 -0.3544 0.6489 0.4146
Se1 -0.0579 -2.0858 0.6641
P1 0.9398 -1.5393 2.5227
Se2 1.4649 0.5620 2.4599
C1 2.4104 -2.5613 2.7376
C2 3.6501 -2.1103 2.2981
C3 4.7601 -2.9330 2.4141
C4 4.6314 -4.2003 2.9635
C5 3.3928 -4.6517 3.4000
C6 2.2792 -3.8355 3.2879
C7 -0.1063 -1.8724 3.9584
C8 -1.3911 -2.3834 3.8430
C9 -2.1603 -2.5781 4.9835
C10 -1.6436 -2.2675 6.2310
C11 -0.3534 -1.7611 6.3477
C12 0.4144 -1.5592 5.2151
H1 3.7431 -1.1177 1.8756
H2 5.7266 -2.5814 2.0784
H3 5.5002 -4.8386 3.0563
H4 3.2952 -5.6387 3.8319
H5 1.3142 -4.1854 3.6333
H6 -1.7876 -2.6250 2.8656
H7 -3.1635 -2.9731 4.8932
H8 -2.2443 -2.4204 7.1180
H9 0.0508 -1.5217 7.3223
H10 1.4163 -1.1547 5.3035
C13 3.1108 4.1102 -2.3311
N1 1.7582 3.6902 -2.6635
C14 0.9415 4.2479 -3.6329
C15 -0.2319 3.5851 -3.5956
N2 -0.1138 2.6317 -2.6055
C16 1.1014 2.6958 -2.0363
S1 1.7231 1.7548 -0.7546
H11 3.3897 4.9256 -2.9920
H12 3.8004 3.2789 -2.4608
H13 3.1497 4.4440 -1.2961
H14 1.2669 5.0680 -4.2466
H15 -1.1331 3.7234 -4.1636
H16 -0.7903 1.9256 -2.3268
C17 -3.4578 -1.6845 -0.9822
As1 -2.1755 -0.8980 -2.1567
C18 -1.0469 -2.2477 -2.9004
C19 -3.1308 -0.0514 -3.5813
O1 -1.2285 0.3012 -1.4444
H17 -4.0594 -2.3815 -1.5656
H18 -4.0780 -0.8951 -0.5631
H19 -2.9412 -2.2045 -0.1781
H20 -1.6505 -2.9488 -3.4752
H21 -0.5314 -2.7693 -2.0964
H22 -0.3163 -1.7641 -3.5463
H23 -3.7707 -0.7725 -4.0869
H24 -2.4158 0.3612 -4.2913
H25 -3.7388 0.7471 -3.1589
C20 -5.6179 3.8518 2.8047
C21 -4.8551 3.9309 1.5001
C22 -3.9591 5.1471 1.3939
O2 -4.1227 2.6743 1.2895
P2 -2.6964 2.2756 1.8149
S2 -2.5370 0.2875 1.7618
S3 -1.1879 3.0571 0.7484
O3 -2.6892 2.8314 3.2950
C23 -1.5176 2.6316 4.1593
C24 -1.1610 3.9871 4.7234
C25 -1.8718 1.6006 5.2061
H26 -6.2953 4.7037 2.8761
H27 -4.9378 3.8739 3.6546
H28 -6.2091 2.9378 2.8473
H29 -5.5562 3.9244 0.6656
H30 -3.2467 5.1881 2.2184
H31 -4.5819 6.0412 1.4398
H32 -3.4120 5.1566 0.4523
H33 -0.6999 2.2618 3.5369
H34 -1.9923 4.3887 5.3050
H35 -0.9198 4.6848 3.9215
H36 -0.2928 3.8983 5.3771
H37 -2.7205 1.9388 5.8030
H38 -1.0177 1.4498 5.8679
H39 -2.1183 0.6443 4.7441



Record 3
Entry from the OMol25 dataset: a structure of composition C25H39B4FO27 in a non-equilibrium geometry (ωB97M-V with the def2-TZVPD basis set).

Computed properties:
- E_HOMO (Eh) = -0.361
- F_max (eV/A) = 2.0
- gap between HOMO and LUMO (eV) = 10.0

Atoms and positions in Å:
C1 2.4640 0.2049 -4.6002
C2 2.2231 -1.2437 -5.0611
C3 3.2232 -2.2730 -4.5139
C4 3.4863 -2.1472 -2.9941
O1 4.8789 -1.8207 -2.7752
B1 5.0975 -0.7512 -1.9827
O2 6.2847 -0.0094 -2.1807
B2 5.8589 1.2391 -2.4990
F1 6.7075 2.1122 -2.9926
O3 4.5514 1.6749 -2.3256
B3 3.8428 0.9562 -1.3501
B4 2.4214 1.6141 -0.6672
O4 2.3989 3.0092 -0.5313
O5 1.3678 0.8384 -0.2420
O6 4.2700 -0.3122 -0.9557
H1 3.5176 0.4965 -4.5967
H2 1.9804 0.4317 -3.6440
H3 1.9843 0.8628 -5.3346
H4 1.1714 -1.5128 -4.8769
H5 2.3408 -1.2461 -6.1520
H6 4.1799 -2.1804 -5.0328
H7 2.8080 -3.2712 -4.6834
H8 2.7870 -1.4435 -2.5372
H9 3.3257 -3.1314 -2.5446
H10 2.1249 3.3855 -1.3827
H11 0.7178 0.6880 -0.9478
C5 -2.5039 1.3524 1.1321
C6 -3.3106 2.3133 0.3133
O7 -2.6186 2.3083 -0.9449
C7 -1.9493 1.1397 -1.0353
O8 -1.4022 0.7461 -2.0238
O9 -1.9676 0.4671 0.1391
H12 -3.1082 0.8048 1.8509
H13 -1.6824 1.8397 1.6565
H14 -4.3358 1.9710 0.1510
H15 -3.3329 3.3053 0.7490
C8 -3.0649 -3.5544 -5.1062
C9 -2.2449 -2.2903 -5.0493
O10 -0.9206 -2.7900 -4.8283
C10 -0.8828 -4.0641 -5.2869
O11 0.1131 -4.7082 -5.4053
O12 -2.1229 -4.5147 -5.5935
H16 -3.9181 -3.4724 -5.7751
H17 -3.4154 -3.8714 -4.1219
H18 -2.2610 -1.7357 -5.9893
H19 -2.5498 -1.6258 -4.2441
C11 -3.8262 3.2749 5.7329
C12 -2.5143 2.7400 5.2195
O13 -2.6838 2.8149 3.7945
C13 -3.6228 3.7649 3.5471
O14 -3.8817 4.1949 2.4648
O15 -4.2286 4.1649 4.6869
H20 -3.7235 3.8056 6.6761
H21 -4.5848 2.4972 5.8447
H22 -1.6693 3.3596 5.5062
H23 -2.3233 1.7171 5.5338
C14 0.8504 6.1759 6.0950
C15 2.1720 5.7178 6.6620
O16 1.8094 4.5115 7.3523
C16 0.6780 4.0382 6.7893
O17 0.2057 2.9673 7.0153
O18 0.1426 4.9415 5.9272
H24 0.9560 6.6952 5.1456
H25 0.2912 6.8111 6.7858
H26 2.8947 5.4786 5.8933
H27 2.6062 6.4379 7.3443
C17 -0.9760 -7.7897 -4.4529
C18 -0.1007 -8.5013 -5.4522
O19 -0.7539 -9.7672 -5.5902
C19 -2.0565 -9.6020 -5.2413
O20 -2.9052 -10.4173 -5.4028
O21 -2.2583 -8.3802 -4.6842
H28 -1.0073 -6.7171 -4.6147
H29 -0.6793 -7.9865 -3.4198
H30 -0.0845 -8.0026 -6.4229
H31 0.9215 -8.6280 -5.1036
C20 -6.2506 -4.8828 -2.0287
C21 -7.2799 -3.8929 -1.5434
O22 -7.2472 -2.8900 -2.5578
C22 -6.7750 -3.4620 -3.6932
O23 -6.7823 -2.9404 -4.7598
O24 -6.2940 -4.7126 -3.4485
H32 -6.4907 -5.9077 -1.7560
H33 -5.2436 -4.6483 -1.6765
H34 -8.2840 -4.3195 -1.5009
H35 -7.0342 -3.4696 -0.5721
C23 6.8830 6.1987 8.9654
C24 5.4848 6.2321 9.5315
O25 4.6784 6.3346 8.3548
C25 5.3958 5.8347 7.3144
O26 4.9620 5.6177 6.2284
O27 6.6814 5.6126 7.6781
H36 7.5660 5.5985 9.5615
H37 7.3075 7.1962 8.8358
H38 5.2229 5.3131 10.0589
H39 5.3163 7.0792 10.1921



Record 4
Entry from the OMol25 dataset: a structure of composition C25H39BBaN5O3S2 (ωB97M-V with the def2-TZVPD basis set).

Computed properties:
- E_HOMO (Eh) = -0.135
- F_max (eV/A) = 0.8
- ΔE to the lowest compared entry with this formula, charge and spin (kcal/mol) = 17.5
- gap between HOMO and LUMO (eV) = 6.0
- charge = -1

Atoms and positions in Å:
Ba1 0.8754 -1.0278 -0.1682
C1 -0.3152 2.2775 -2.5131
C2 -0.8872 1.1603 -1.6851
N1 -0.8056 0.9760 -0.3778
N2 -0.0490 1.4504 0.5537
C3 1.0058 2.4569 0.4024
N3 1.1015 3.2080 1.6885
S1 2.5924 1.5260 0.2074
C4 -1.6755 0.1026 -2.3326
C5 -2.4670 0.3101 -3.4746
C6 -3.1766 -0.7429 -4.0103
C7 -3.0937 -2.0006 -3.4204
C8 -2.2676 -2.1355 -2.3181
N4 -1.5650 -1.1345 -1.7967
H1 0.7675 2.3691 -2.3800
H2 -0.7726 3.2441 -2.2885
H3 -0.4760 2.0719 -3.5738
H4 0.1500 3.4415 1.9620
H5 1.4820 2.5737 2.3855
H6 -2.5401 1.3028 -3.8974
H7 -3.8067 -0.5895 -4.8789
H8 -3.6360 -2.8476 -3.8169
H9 -2.1355 -3.1015 -1.8394
C9 -0.6876 6.7890 -1.3495
C10 0.4091 5.9851 -0.6752
C11 0.8191 6.6417 0.6387
O1 -0.1032 4.6834 -0.3475
B1 0.9675 3.7959 -0.4352
O2 2.0187 4.3445 -1.1311
C12 1.6258 5.6471 -1.5920
C13 2.8103 6.5872 -1.4407
C14 1.2568 5.5168 -3.0649
H10 -1.4984 6.9626 -0.6411
H11 -1.0950 6.2601 -2.2095
H12 -0.3102 7.7600 -1.6805
H13 -0.0584 6.6946 1.2846
H14 1.1992 7.6535 0.4857
H15 1.5728 6.0419 1.1494
H16 3.1996 6.5671 -0.4254
H17 2.5294 7.6125 -1.6948
H18 3.6078 6.2753 -2.1162
H19 0.3960 4.8641 -3.2048
H20 2.1036 5.0742 -3.5906
H21 1.0379 6.4892 -3.5114
C15 4.2262 -2.0118 -0.1122
S2 4.1336 -1.8079 -1.8910
C16 4.8509 -0.1718 -1.9842
O3 2.6693 -1.6571 -2.2108
H22 5.2670 -2.2111 0.1462
H23 3.6018 -2.8691 0.1494
H24 3.8852 -1.1035 0.3942
H25 5.8553 -0.2184 -1.5614
H26 4.2148 0.5406 -1.4486
H27 4.9052 0.0981 -3.0377
C17 2.6719 -4.6108 4.3450
N5 1.8317 -3.4707 4.0479
C18 2.5933 -2.4218 3.4025
C19 0.6120 -3.8441 3.3200
C20 0.7936 -4.5535 1.9901
C21 0.7361 -5.9458 1.9812
C22 0.8925 -6.6596 0.7988
C23 1.1077 -5.9645 -0.3794
C24 1.1631 -4.5712 -0.3493
C25 1.0123 -3.7983 0.8155
H28 3.4878 -4.2989 5.0016
H29 3.1099 -5.0771 3.4480
H30 2.0895 -5.3755 4.8641
H31 3.4075 -2.1100 4.0619
H32 1.9578 -1.5522 3.2215
H33 3.0239 -2.7328 2.4393
H34 0.0470 -2.9228 3.1566
H35 0.0263 -4.4734 4.0002
H36 0.5533 -6.4881 2.9063
H37 0.8382 -7.7429 0.7995
H38 1.2261 -6.5038 -1.3145
H39 1.3413 -4.0663 -1.3035



Record 5
Entry from the OMol25 dataset: a structure of composition C25H39BrNO9PSi2 in a non-equilibrium geometry (ωB97M-V with the def2-TZVPD basis set).

Computed properties:
- E_HOMO (Eh) = -0.290
- F_max (eV/A) = 4.5
- gap between HOMO and LUMO (eV) = 6.2

Atoms and positions in Å:
C1 2.9830 1.9982 1.0549
C2 2.4599 1.9238 -0.4751
P1 2.5090 0.1235 -1.1628
C3 3.7173 -0.7720 0.0213
Si1 0.4538 -0.7584 -0.9636
C4 -0.4624 0.4725 0.2273
C5 -1.8590 -0.0834 0.7692
C6 -2.5844 1.1281 1.5840
C7 -1.7343 1.6453 2.8409
C8 -1.3449 0.5163 3.9013
O1 -0.2344 -0.3087 3.4407
C9 -0.3254 -1.6350 3.9488
C10 -0.4277 -2.9352 2.9949
O2 -0.2961 -1.8775 5.1830
C11 -0.3354 -0.6704 -2.7041
C12 -1.7552 -1.4008 -2.8446
C13 -2.6736 -0.4549 -3.7893
O3 -1.6789 -2.7158 -3.4835
O4 0.5307 -2.3625 -0.2966
Si2 1.4046 -3.4788 -1.2667
N1 2.7412 -4.1163 -0.2257
O5 2.1316 -2.8099 -2.6722
Br1 0.1654 -5.3515 -1.8113
H1 2.6464 2.9487 1.5977
H2 2.5786 1.1287 1.6939
H3 4.1284 1.8876 1.0279
H4 1.4243 2.3854 -0.5727
H5 3.1637 2.5165 -1.1465
H6 4.6168 -0.1331 0.2938
H7 3.2183 -1.1410 0.9822
H8 4.1132 -1.6756 -0.5701
H9 -0.6388 1.4711 -0.3029
H10 0.2486 0.7053 1.1022
H11 -2.6045 -0.3795 -0.0400
H12 -1.7722 -0.9489 1.5049
H13 -2.6087 2.0044 0.8328
H14 -3.6775 0.8932 1.8297
H15 -0.8340 2.2582 2.4686
H16 -2.4175 2.3862 3.4025
H17 -1.0504 1.0625 4.8744
H18 -2.2182 -0.1604 4.1789
H19 -1.3147 -3.5513 3.3580
H20 -0.6056 -2.6610 1.9049
H21 0.5584 -3.5139 3.0386
H22 -0.4120 0.4513 -2.9653
H23 0.3373 -1.1137 -3.5306
H24 -2.3330 -1.5313 -1.8732
H25 -2.5238 -0.6766 -4.8981
H26 -2.4421 0.6531 -3.6428
H27 -3.7892 -0.5807 -3.5354
H28 -1.8282 -3.3600 -2.7518
H29 2.6972 -5.1476 -0.2650
H30 3.6180 -3.8541 -0.7082
H31 3.1049 -2.7412 -2.6043
C14 3.8375 -0.2535 4.6599
C15 4.7830 -1.1928 4.7070
C16 6.2131 -0.8362 4.8217
O6 7.0765 -1.6921 4.8627
C17 6.5544 0.6014 4.8837
C18 5.6091 1.5407 4.8365
C19 4.1788 1.1840 4.7219
O7 3.3154 2.0404 4.6809
H32 2.7851 -0.4965 4.5752
H33 4.5502 -2.2496 4.6635
H34 7.6063 0.8444 4.9682
H35 5.8418 2.5975 4.8799
C20 -6.7389 1.7843 -6.0338
C21 -6.0758 1.4217 -4.9352
C22 -5.0461 2.2977 -4.3369
O8 -4.4393 1.9666 -3.3357
C23 -4.7812 3.5912 -5.0023
C24 -5.4442 3.9539 -6.1009
C25 -6.4740 3.0779 -6.6993
O9 -7.0805 3.4087 -7.7000
H36 -7.4954 1.1551 -6.4858
H37 -6.2580 0.4785 -4.4353
H38 -4.0246 4.2203 -4.5502
H39 -5.2619 4.8971 -6.6008



Record 6
Entry from the OMol25 dataset: a structure of composition C25H39CaCl2N6O2S3 in a non-equilibrium geometry (ωB97M-V with the def2-TZVPD basis set).

Computed properties:
- E_HOMO (Eh) = -0.372
- F_max (eV/A) = 1.5
- ΔE to the lowest compared entry with this formula, charge and spin (kcal/mol) = 16.1
- gap between HOMO and LUMO (eV) = 7.8
- charge = +1

Atoms and positions in Å:
Ca1 -0.6185 -0.3921 -0.6765
C1 2.1530 -1.0143 3.0333
C2 1.0363 -2.0327 2.8147
S1 -0.5910 -1.3963 2.3556
C3 -0.9794 -0.2467 3.6847
C4 -1.4126 1.1425 3.2189
S2 -0.3012 2.0298 2.1110
C5 1.1964 2.1426 3.1082
C6 2.4706 1.6855 2.3996
S3 2.4559 0.0653 1.6231
H1 3.0669 -1.5667 3.2554
H2 1.9429 -0.4071 3.9140
H3 0.9400 -2.6556 3.7053
H4 1.3003 -2.7049 1.9958
H5 -0.1062 -0.1717 4.3316
H6 -1.7766 -0.6726 4.2931
H7 -1.6202 1.7511 4.1009
H8 -2.3524 1.0775 2.6662
H9 1.0545 1.5681 4.0234
H10 1.3293 3.1794 3.4195
H11 3.3010 1.7451 3.1064
H12 2.7227 2.3752 1.5906
C7 1.6451 2.2973 -1.1195
N1 1.0075 2.2617 -2.4306
C8 1.5173 3.1658 -3.4565
C9 0.4006 3.1404 -4.4852
N2 -0.7723 2.8162 -3.6691
C10 -1.9731 2.4186 -4.3912
C11 -0.3661 2.2092 -2.5156
N3 -1.0619 1.6503 -1.5699
C12 -2.5406 1.7511 -1.4654
C13 -2.9900 1.1560 -0.1143
N4 -2.8592 -0.3231 -0.0787
C14 -3.9000 -1.0923 -0.0392
N5 -3.8065 -2.4558 0.0004
C15 -2.5971 -3.2372 0.1608
C16 -5.0692 -3.0605 0.3832
C17 -6.0714 -1.9410 0.1129
N6 -5.2335 -0.7445 -0.0002
C18 -5.7741 0.3542 -0.7980
H13 2.7219 2.3706 -1.2677
H14 1.4829 1.3795 -0.5561
H15 1.2866 3.1495 -0.5336
H16 2.4634 2.8084 -3.8578
H17 1.6672 4.1705 -3.0479
H18 0.5610 2.3591 -5.2353
H19 0.2690 4.0914 -4.9959
H20 -2.0501 3.0450 -5.2774
H21 -2.8698 2.5735 -3.8058
H22 -1.9221 1.3731 -4.7112
H23 -3.0549 1.2009 -2.2568
H24 -2.8589 2.7949 -1.5235
H25 -3.9891 1.5052 0.1397
H26 -2.3282 1.5819 0.6387
H27 -1.7284 -2.7224 -0.2416
H28 -2.6984 -4.1521 -0.4239
H29 -2.4053 -3.4922 1.2041
H30 -5.0540 -3.3585 1.4358
H31 -5.2654 -3.9504 -0.2148
H32 -6.7972 -1.8419 0.9177
H33 -6.6168 -2.1058 -0.8186
H34 -6.6160 -0.0223 -1.3794
H35 -5.0383 0.7301 -1.5056
H36 -6.1356 1.1813 -0.1874
Cl1 3.5000 -2.2440 -6.5844
C19 2.7950 -1.9140 -5.0292
C20 3.6116 -1.4282 -3.9978
C21 3.0972 -1.1639 -2.7564
Cl2 4.1471 -0.5733 -1.5041
C22 1.7252 -1.3709 -2.4531
O1 1.2423 -1.1611 -1.2772
C23 0.9211 -1.8289 -3.5330
C24 -0.5106 -1.9826 -3.4271
O2 -1.2298 -1.5930 -2.4998
C25 1.4684 -2.1191 -4.7992
H37 4.6667 -1.2680 -4.1810
H38 -0.9987 -2.4857 -4.2741
H39 0.8281 -2.4907 -5.5908



For reference, E_LUMO by record: 4.08 -1.99 0.13 2.29 -1.67 -2.31 eV.